The following is a DFT calculation (wB97M-V/def2-TZVPD) of a molecular structure, C76H180AsF18N11O17S4 in a non-equilibrium geometry.

Net charge = +6
HOMO-LUMO gap = 0.372 Eh
Energy = -10508.98716 hartree
HOMO level = -0.664 Ha

Geometry (Å):
C1 -1.231 -4.779 -8.585
C2 -0.206 -5.857 -8.591
N1 -0.707 -7.299 -8.183
C3 -1.882 -7.245 -7.244
C4 -1.101 -7.967 -9.429
C5 -1.853 -9.259 -9.487
C6 0.474 -8.050 -7.644
C7 0.859 -7.807 -6.182
O1 1.260 -6.457 -5.890
C8 0.523 -5.675 -5.031
H1 -1.688 -4.680 -7.638
H2 -2.017 -4.956 -9.330
H3 -0.820 -3.814 -8.864
H4 0.692 -5.632 -7.964
H5 0.247 -5.994 -9.587
H6 -1.624 -6.633 -6.370
H7 -2.062 -8.251 -6.791
H8 -2.754 -6.834 -7.828
H9 -0.214 -7.979 -10.086
H10 -1.768 -7.261 -9.948
H11 -1.333 -10.186 -9.266
H12 -2.319 -9.293 -10.483
H13 -2.620 -9.164 -8.743
H14 1.294 -7.852 -8.374
H15 0.273 -9.124 -7.801
H16 1.708 -8.489 -6.011
H17 0.070 -8.120 -5.521
H18 1.165 -5.453 -4.186
H19 -0.308 -6.245 -4.582
H20 0.197 -4.706 -5.464
C9 -9.198 -0.585 -3.472
C10 -8.095 -1.527 -3.830
N2 -8.125 -2.908 -3.234
C11 -9.139 -3.704 -3.978
C12 -6.684 -3.449 -3.502
C13 -6.287 -3.830 -4.902
C14 -8.447 -3.013 -1.744
C15 -7.656 -2.094 -0.822
O2 -6.266 -2.307 -1.053
C16 -5.462 -1.839 0.035
H21 -10.185 -0.984 -3.672
H22 -8.996 0.254 -4.183
H23 -9.170 -0.248 -2.436
H24 -7.184 -1.041 -3.566
H25 -8.197 -1.718 -4.870
H26 -8.983 -3.768 -5.058
H27 -10.148 -3.303 -3.805
H28 -9.036 -4.723 -3.628
H29 -6.559 -4.298 -2.807
H30 -6.010 -2.671 -3.159
H31 -5.187 -3.844 -4.914
H32 -6.619 -3.307 -5.759
H33 -6.628 -4.823 -5.088
H34 -8.295 -4.085 -1.500
H35 -9.498 -2.841 -1.641
H36 -7.927 -2.302 0.225
H37 -7.873 -1.003 -0.993
H38 -5.809 -2.192 1.011
H39 -5.447 -0.738 0.105
H40 -4.447 -2.204 -0.148
C17 1.786 -7.651 3.759
C18 2.485 -7.275 2.496
N3 3.531 -8.234 1.943
C19 4.248 -7.423 0.966
C20 4.490 -8.642 3.046
C21 5.854 -9.219 2.672
C22 2.866 -9.430 1.400
C23 2.395 -9.402 -0.072
O3 1.501 -8.324 -0.304
C24 1.014 -8.395 -1.634
H41 1.261 -8.547 3.745
H42 1.045 -6.829 3.970
H43 2.463 -7.584 4.637
H44 2.936 -6.296 2.490
H45 1.800 -7.287 1.647
H46 4.839 -6.627 1.467
H47 3.508 -7.013 0.271
H48 5.015 -8.035 0.551
H49 3.858 -9.174 3.763
H50 4.666 -7.667 3.536
H51 5.719 -10.045 1.970
H52 6.279 -9.323 3.646
H53 6.470 -8.469 2.133
H54 2.021 -9.728 1.976
H55 3.596 -10.302 1.496
H56 1.914 -10.312 -0.238
H57 3.250 -9.336 -0.708
H58 0.331 -7.590 -1.832
H59 0.536 -9.392 -1.769
H60 1.900 -8.491 -2.266
C25 1.576 11.727 -0.692
C26 2.783 10.928 -0.188
N4 4.083 10.971 -1.020
C27 4.572 12.335 -1.137
C28 5.036 10.164 -0.214
C29 5.481 10.760 1.092
C30 3.945 10.448 -2.461
C31 3.351 9.027 -2.630
O4 2.005 9.042 -2.278
C32 1.421 7.789 -2.609
H61 1.036 11.200 -1.490
H62 1.836 12.742 -1.029
H63 0.944 11.854 0.143
H64 2.513 9.860 -0.181
H65 3.127 11.273 0.789
H66 5.595 12.234 -1.538
H67 4.520 12.819 -0.159
H68 4.045 12.930 -1.874
H69 5.884 10.005 -0.899
H70 4.630 9.128 -0.093
H71 6.157 11.578 0.882
H72 5.941 9.953 1.645
H73 4.766 11.197 1.734
H74 5.015 10.595 -2.851
H75 3.357 11.206 -2.937
H76 3.898 8.311 -2.144
H77 3.478 8.819 -3.689
H78 1.717 7.345 -3.575
H79 0.326 7.911 -2.479
H80 1.789 7.026 -1.878
C33 -4.445 -6.085 0.121
C34 -4.420 -6.687 1.479
N5 -3.853 -5.736 2.522
C35 -3.611 -6.516 3.716
C36 -2.569 -5.066 2.038
C37 -1.480 -6.067 1.658
C38 -4.813 -4.536 2.758
C39 -4.456 -3.585 3.945
O5 -4.006 -2.412 3.279
C40 -3.453 -1.498 4.189
H81 -5.325 -6.579 -0.383
H82 -3.470 -6.302 -0.379
H83 -4.529 -4.979 0.116
H84 -3.874 -7.580 1.518
H85 -5.420 -6.894 1.960
H86 -2.874 -7.325 3.622
H87 -4.575 -6.966 3.937
H88 -3.324 -5.909 4.591
H89 -2.210 -4.296 2.728
H90 -2.843 -4.529 1.160
H91 -1.182 -6.685 2.505
H92 -0.681 -5.469 1.239
H93 -1.759 -6.728 0.866
H94 -5.765 -5.024 2.927
H95 -4.812 -4.048 1.805
H96 -3.667 -3.967 4.561
H97 -5.271 -3.331 4.579
H98 -2.555 -1.762 4.737
H99 -4.207 -1.336 4.966
H100 -3.339 -0.537 3.668
C41 6.258 -0.178 1.555
C42 6.959 -0.238 0.197
N6 6.899 1.038 -0.690
C43 7.758 2.121 -0.099
C44 7.567 0.737 -2.065
C45 7.039 -0.498 -2.791
C46 5.431 1.436 -0.804
C47 5.147 2.427 -1.915
O6 5.116 1.735 -3.108
C48 5.044 2.451 -4.266
H101 5.181 -0.017 1.451
H102 6.623 0.619 2.228
H103 6.439 -1.155 2.004
H104 6.650 -1.065 -0.411
H105 8.008 -0.294 0.417
H106 8.826 1.824 -0.208
H107 7.502 2.137 0.987
H108 7.590 3.105 -0.596
H109 8.615 0.630 -1.772
H110 7.460 1.696 -2.610
H111 7.370 -1.422 -2.276
H112 7.542 -0.520 -3.790
H113 5.940 -0.509 -2.845
H114 5.158 1.732 0.205
H115 4.844 0.504 -1.061
H116 5.923 3.225 -1.934
H117 4.162 2.905 -1.717
H118 5.649 2.126 -5.127
H119 5.352 3.460 -4.141
H120 4.032 2.595 -4.586
C49 -7.254 6.732 4.371
C50 -5.848 6.377 4.540
N7 -5.567 5.115 5.356
C51 -6.428 4.006 5.012
C52 -4.114 4.750 5.158
C53 -3.723 4.129 3.816
C54 -5.745 5.565 6.750
C55 -5.649 4.552 7.852
O7 -4.289 4.375 8.117
C56 -4.067 3.589 9.308
H121 -7.830 6.029 3.723
H122 -7.211 7.681 3.781
H123 -7.648 6.968 5.340
H124 -5.210 7.157 5.038
H125 -5.397 6.156 3.539
H126 -7.448 4.210 5.437
H127 -6.054 3.077 5.455
H128 -6.568 3.890 3.908
H129 -3.846 4.158 6.001
H130 -3.554 5.697 5.369
H131 -2.839 3.507 3.984
H132 -3.568 4.919 3.086
H133 -4.552 3.560 3.426
H134 -6.767 5.993 6.828
H135 -4.926 6.280 6.809
H136 -6.109 3.618 7.632
H137 -6.186 4.998 8.718
H138 -4.705 3.982 10.121
H139 -3.016 3.619 9.561
H140 -4.324 2.537 9.156
C57 4.745 5.498 7.301
C58 3.998 4.843 6.218
N8 3.332 3.556 6.589
C59 2.755 3.034 5.303
C60 4.274 2.499 7.034
C61 5.439 2.192 6.087
C62 2.185 3.690 7.547
C63 1.324 4.927 7.530
O8 0.597 4.981 6.352
C64 -0.179 6.091 6.057
H141 5.018 6.490 6.973
H142 5.673 4.959 7.547
H143 4.096 5.587 8.160
H144 4.572 4.674 5.289
H145 3.207 5.482 5.802
H146 3.560 3.155 4.575
H147 1.916 3.649 5.000
H148 2.463 2.006 5.463
H149 3.730 1.613 7.221
H150 4.596 2.787 7.996
H151 4.986 1.946 5.111
H152 6.093 1.331 6.435
H153 6.085 3.087 6.012
H154 2.626 3.604 8.571
H155 1.623 2.760 7.409
H156 2.009 5.728 7.680
H157 0.725 4.817 8.477
H158 0.343 7.038 6.311
H159 -1.163 6.083 6.539
H160 -0.368 6.049 5.018
C65 -3.388 1.557 -4.311
C66 -2.350 0.657 -3.690
N9 -1.062 0.651 -4.482
C67 -1.320 0.047 -5.780
C68 -0.430 1.977 -4.663
C69 -0.245 2.823 -3.447
C70 -0.085 -0.264 -3.804
C71 1.422 -0.014 -4.017
O9 1.774 -0.226 -5.406
C72 3.148 -0.521 -5.572
H161 -2.930 2.555 -4.572
H162 -4.146 1.766 -3.572
H163 -3.885 1.123 -5.177
H164 -2.623 -0.374 -3.602
H165 -2.134 0.931 -2.656
H166 -1.748 -0.961 -5.701
H167 -0.377 -0.032 -6.343
H168 -1.963 0.706 -6.323
H169 -1.101 2.519 -5.333
H170 0.453 1.752 -5.210
H171 0.268 3.725 -3.849
H172 0.404 2.402 -2.613
H173 -1.081 3.223 -2.936
H174 -0.257 -1.234 -4.244
H175 -0.388 -0.286 -2.755
H176 1.838 -0.882 -3.407
H177 1.779 0.950 -3.661
H178 3.216 -0.641 -6.666
H179 3.508 -1.360 -4.945
H180 3.747 0.285 -5.274
As1 -2.379 -3.737 -2.726
F1 -1.689 -4.781 -1.590
F2 -0.780 -3.171 -3.346
F3 -3.157 -2.793 -4.055
F4 -3.985 -4.056 -2.238
F5 -2.387 -2.290 -1.660
F6 -2.366 -5.012 -3.820
C73 6.127 5.065 2.935
F7 6.768 5.799 2.053
F8 7.069 4.418 3.741
F9 5.525 5.936 3.768
S1 4.908 4.018 2.025
O10 5.536 3.943 0.766
O11 4.897 2.845 2.881
N10 3.498 4.760 2.054
S2 2.905 5.679 0.934
O12 3.838 6.633 0.452
O13 2.117 5.014 -0.025
C74 1.845 6.700 1.958
F10 2.534 7.167 3.019
F11 1.377 7.776 1.289
F12 0.782 5.987 2.431
C75 -0.285 1.894 1.266
F13 0.868 1.832 0.511
F14 -0.022 2.050 2.540
F15 -0.961 2.910 0.923
S3 -1.310 0.313 1.095
O14 -2.471 0.577 1.873
O15 -1.465 0.016 -0.294
N11 -0.304 -0.673 1.799
S4 0.155 -2.104 1.545
O16 0.977 -2.506 2.595
O17 -0.882 -3.017 1.150
C76 1.381 -2.180 0.057
F16 2.466 -1.426 0.427
F17 1.741 -3.427 -0.259
F18 0.868 -1.542 -1.025

Results of the Mulliken charge analysis, in e, for atoms 1 through 99: atom 1 (C): -1.415, atom 2 (C): -0.271, atom 3 (N): 0.624, atom 4 (C): -0.981, atom 5 (C): -0.532, atom 6 (C): -1.267, atom 7 (C): -0.769, atom 8 (C): -0.533, atom 9 (O): -0.474, atom 10 (C): -0.351, atom 11 (H): 0.351, atom 12 (H): 0.338, atom 13 (H): 0.451, atom 14 (H): 0.440, atom 15 (H): 0.338, atom 16 (H): 0.096, atom 17 (H): 0.431, atom 18 (H): 0.430, atom 19 (H): 0.418, atom 20 (H): 0.421, atom 21 (H): 0.359, atom 22 (H): 0.399, atom 23 (H): 0.343, atom 24 (H): 0.355, atom 25 (H): 0.416, atom 26 (H): 0.429, atom 27 (H): 0.370, atom 28 (H): 0.419, atom 29 (H): 0.150, atom 30 (H): 0.048, atom 31 (C): -1.358, atom 32 (C): -0.359, atom 33 (N): 0.288, atom 34 (C): -0.992, atom 35 (C): 0.089, atom 36 (C): -1.621, atom 37 (C): -0.648, atom 38 (C): -0.584, atom 39 (O): 0.309, atom 40 (C): -1.252, atom 41 (H): 0.343, atom 42 (H): 0.420, atom 43 (H): 0.302, atom 44 (H): 0.384, atom 45 (H): 0.490, atom 46 (H): 0.347, atom 47 (H): 0.448, atom 48 (H): 0.429, atom 49 (H): 0.266, atom 50 (H): 0.168, atom 51 (H): 0.120, atom 52 (H): 0.444, atom 53 (H): 0.456, atom 54 (H): 0.445, atom 55 (H): 0.377, atom 56 (H): 0.497, atom 57 (H): 0.205, atom 58 (H): 0.409, atom 59 (H): 0.431, atom 60 (H): -0.027, atom 61 (C): -1.602, atom 62 (C): -0.238, atom 63 (N): 0.674, atom 64 (C): -1.336, atom 65 (C): -0.711, atom 66 (C): -1.196, atom 67 (C): -0.457, atom 68 (C): -1.275, atom 69 (O): -0.090, atom 70 (C): -0.797, atom 71 (H): 0.412, atom 72 (H): 0.348, atom 73 (H): 0.454, atom 74 (H): 0.586, atom 75 (H): 0.208, atom 76 (H): 0.377, atom 77 (H): 0.392, atom 78 (H): 0.535, atom 79 (H): 0.472, atom 80 (H): 0.457, atom 81 (H): 0.357, atom 82 (H): 0.410, atom 83 (H): 0.346, atom 84 (H): 0.299, atom 85 (H): 0.331, atom 86 (H): 0.703, atom 87 (H): 0.544, atom 88 (H): 0.086, atom 89 (H): 0.380, atom 90 (H): 0.365, atom 91 (C): -1.390, atom 92 (C): -0.261, atom 93 (N): 0.093, atom 94 (C): -1.118, atom 95 (C): 0.185, atom 96 (C): -1.590, atom 97 (C): -0.671, atom 98 (C): -0.903, atom 99 (O): -0.184

---

The following is a DFT calculation (wB97M-V/def2-TZVPD) of C4H5NS in the gas phase in a non-equilibrium geometry.

HOMO-LUMO gap = 0.342 Eh
Energy = -608.29498 hartree
HOMO level = -0.308 Ha

Geometry (Å):
C1 1.286 -0.338 -0.617
N1 1.465 0.889 -1.037
S1 0.026 1.845 -0.908
C2 -0.951 0.427 -0.260
C3 -0.508 0.061 1.117
C4 0.042 -0.718 -0.073
H1 2.211 -0.922 -0.627
H2 -1.988 0.240 -0.649
H3 -1.294 -0.506 1.628
H4 0.122 0.726 1.712
H5 -0.410 -1.702 -0.286

natural (NBO) analysis output, partial charges in e: atom 1 (C): 0.051, atom 2 (N): -0.518, atom 3 (S): 0.395, atom 4 (C): -0.367, atom 5 (C): -0.404, atom 6 (C): -0.315, atom 7 (H): 0.212, atom 8 (H): 0.245, atom 9 (H): 0.222, atom 10 (H): 0.240, atom 11 (H): 0.240